# 1
This record from the Open Molecules 2025 dataset describes an isolated ion of composition C9H12N3 and charge +1 in a non-equilibrium geometry. The level of theory is ωB97M-V/def2-TZVPD.

```
24
Properties=species:S:1:pos:R:3
C 0.1692 -2.0146 0.1040
C 0.9070 -0.7572 0.0340
C 2.2587 -0.8919 0.1411
C 3.1116 0.1466 0.2552
C 2.6138 1.3996 -0.0176
C 1.2751 1.5802 -0.3085
C 0.3721 0.5027 -0.2117
C -1.0343 0.8495 -0.6308
N -1.9935 -0.1518 -1.1232
C -2.9246 -0.3849 -0.1714
N -2.7960 0.4421 0.8323
N -1.8010 1.3557 0.5382
H 0.8045 -2.8483 0.2479
H -0.3188 -2.1246 -0.9340
H -0.7458 -2.0488 0.9075
H 2.7419 -1.8312 0.4122
H 4.1715 -0.0387 0.5444
H 3.3607 2.2058 -0.0268
H 0.8252 2.5623 -0.4461
H -1.0251 1.7748 -1.2774
H -1.5445 -0.9715 -1.5429
H -3.4921 -1.2099 -0.0916
H -3.5845 0.7600 1.4126
H -1.3513 1.6943 1.3524
```

Calculated values
Charge: +1
SMILES string: Cc1ccccc1[C@H]1NC=[NH+]N1
Frontier orbital gap: 8.58 eV
DFT total energy: -514.0959 a.u.
ΔE to the lowest compared entry with this formula, charge and spin: 2.182 eV
Spin multiplicity: 1
Molecular weight: 162.216 Da
LUMO level: -4.0 eV

# 2
This record from the Open Molecules 2025 dataset describes a 13-piece molecular cluster, C56H156BClF4N11O17 overall in a non-equilibrium geometry. The level of theory is ωB97M-V/def2-TZVPD.

```
246
Properties=species:S:1:pos:R:3
C 12.7275 21.0612 19.4231
O 12.5564 21.4377 18.0319
C 12.9622 22.7824 17.7345
C 11.8815 23.7692 18.0962
N 10.5492 23.2357 17.6244
H 10.4976 23.1427 16.6296
H 10.4833 22.2710 18.0337
C 9.4488 23.9731 18.1949
C 8.2327 23.0556 17.9010
O 8.6298 21.7612 18.3198
C 7.5817 20.7711 18.3139
H 13.5064 21.6843 19.9033
H 13.1464 20.0464 19.4006
H 11.7870 21.0528 19.9737
H 13.1645 22.8026 16.6359
H 13.9562 23.0976 18.2200
H 12.0711 24.7995 17.7737
H 11.7458 23.7088 19.2039
H 9.3360 24.9262 17.7109
H 9.5665 24.1855 19.2663
H 8.0255 23.1485 16.8313
H 7.4221 23.3047 18.5663
H 6.8917 20.9669 19.1193
H 7.9899 19.7919 18.5066
H 7.0747 20.8072 17.3488
C 21.0885 13.6948 22.6793
O 19.7051 13.7102 22.2911
C 19.0928 14.9409 22.1299
C 19.4960 15.7537 20.8866
N 18.5460 16.8817 20.9274
H 17.5209 16.5948 21.0268
H 18.6290 17.4773 21.7699
C 18.5265 17.7920 19.7435
C 17.9581 17.0605 18.5792
O 18.8249 16.0021 18.1220
C 18.3014 15.2196 17.0253
H 21.4078 12.6218 22.7578
H 21.2565 14.1244 23.6500
H 21.7159 14.1629 21.9598
H 19.2633 15.5720 23.0038
H 17.9974 14.9095 22.0548
H 19.3758 15.1672 19.9662
H 20.4878 16.1546 20.7762
H 19.4964 18.2569 19.5325
H 17.9096 18.6777 20.0066
H 17.9136 17.8230 17.7779
H 16.9598 16.6895 18.9061
H 17.9428 15.9471 16.2424
H 17.4211 14.6461 17.2909
H 19.1783 14.7217 16.5910
C 11.6984 15.9479 29.0205
O 12.2715 14.6893 28.6964
C 11.3828 13.5728 28.9567
C 12.1678 12.3742 28.6238
N 12.7469 12.5742 27.2613
H 12.0688 12.6769 26.5154
H 13.2597 13.4607 27.3035
C 13.6292 11.4884 26.7964
C 14.0573 11.9384 25.3742
O 14.4653 13.2453 25.4670
C 15.2415 13.7135 24.3716
H 11.3008 15.9825 30.0573
H 10.9386 16.4066 28.4083
H 12.5208 16.7059 29.0590
H 10.4663 13.5631 28.3805
H 11.0358 13.5491 29.9937
H 11.6440 11.4274 28.5327
H 13.0335 12.3382 29.2549
H 13.0698 10.5402 26.6829
H 14.4958 11.3627 27.4249
H 13.3630 11.6389 24.6028
H 14.9692 11.3541 25.1533
H 15.5113 14.7623 24.5572
H 14.6597 13.5740 23.4584
H 16.1390 13.1017 24.2823
C 14.6295 18.6261 15.0047
O 14.0730 19.2587 13.8559
C 12.7599 18.8069 13.5511
C 12.2262 19.8589 12.5627
N 13.1068 19.9016 11.3501
H 13.1039 20.8346 10.9616
H 14.0973 19.6925 11.5765
C 12.7740 18.9815 10.1847
C 13.0986 17.5131 10.6539
O 14.3706 17.5680 11.2241
C 15.2407 17.1919 10.1673
H 15.6023 19.1147 15.1941
H 14.7927 17.5553 14.8171
H 14.0112 18.7068 15.9302
H 12.2367 18.7316 14.4825
H 12.7947 17.8569 12.9840
H 12.2521 20.8466 13.0295
H 11.1910 19.5431 12.2948
H 13.4530 19.2897 9.4003
H 11.7444 19.1676 9.9213
H 13.1106 16.7982 9.8541
H 12.3727 17.2873 11.4559
H 16.2598 17.3597 10.5048
H 14.9386 17.7511 9.2758
H 15.0687 16.1127 9.9325
C 21.0967 17.6006 31.1373
O 20.9820 18.9582 31.3390
C 22.2386 19.6228 31.4355
C 22.8677 19.4099 32.7883
N 21.7720 19.6763 33.7174
H 21.7540 20.6361 34.0773
H 20.8793 19.4825 33.2391
C 21.5555 18.8339 34.9695
C 20.1043 19.0360 35.3576
O 19.4164 18.9181 34.1739
C 18.0423 18.7228 34.4716
H 21.7765 17.0541 31.7799
H 21.4528 17.3280 30.1135
H 20.1119 17.1846 31.2712
H 21.9920 20.6852 31.4000
H 22.9378 19.4877 30.6844
H 23.6954 20.1536 32.9823
H 23.2809 18.4508 32.9790
H 22.2347 19.2370 35.7295
H 21.9072 17.8112 34.8857
H 19.9294 20.0271 35.7341
H 19.8228 18.2883 36.0809
H 17.4536 18.8287 33.5623
H 17.6837 19.3927 35.2332
H 17.9050 17.6917 34.9083
C 16.3306 18.5375 30.9088
O 16.4077 19.8060 30.2924
C 15.2457 20.4803 30.5238
C 15.3978 21.8806 29.8750
N 15.8082 21.6751 28.3939
H 16.4405 22.4925 28.2166
H 16.3888 20.8091 28.2527
C 14.7052 21.5698 27.3889
C 14.7248 20.1023 26.8426
O 16.0861 19.6773 26.7806
C 16.1718 18.2373 26.7265
H 15.9340 18.6439 31.8758
H 17.3457 18.1879 31.0185
H 15.8418 17.8034 30.2964
H 15.0282 20.7079 31.5680
H 14.4147 19.9174 30.0294
H 16.1542 22.5704 30.3080
H 14.4480 22.4000 29.9326
H 14.8123 22.3538 26.6967
H 13.7267 21.6176 27.9130
H 14.1466 20.0033 25.8968
H 14.1748 19.4924 27.6547
H 15.8569 17.8574 25.7538
H 15.6147 17.8160 27.5702
H 17.2289 18.0098 26.8893
C 25.8856 11.7897 20.3692
C 26.6351 11.9958 19.0850
C 25.9821 11.4603 17.8050
O 24.7344 10.8626 18.0047
C 24.8058 9.4852 18.2685
N 26.7911 13.4664 18.9063
H 25.8087 13.8214 18.6382
H 27.1841 13.9220 19.7438
H 27.3196 13.6698 18.0488
H 24.9403 12.3192 20.2685
H 26.4459 12.1883 21.2208
H 25.6113 10.7435 20.5717
H 27.6170 11.5905 19.1237
H 26.6268 10.7889 17.2325
H 25.7442 12.3891 17.2983
H 23.9193 9.1200 18.7920
H 25.6508 9.1761 18.9116
H 24.8629 8.9056 17.3610
C 18.6212 4.0291 27.6026
C 18.7788 4.5524 26.1683
C 18.3322 5.9821 26.0267
O 18.9563 6.6003 24.8718
C 18.4581 7.9670 24.7511
N 20.1927 4.4751 25.6382
H 20.4992 3.5678 25.3687
H 20.2188 5.1713 24.8471
H 20.8319 4.8321 26.3874
H 18.7039 2.9061 27.5618
H 17.5820 4.2833 27.8635
H 19.4277 4.3710 28.2743
H 18.1802 3.9991 25.4685
H 18.5346 6.5376 27.0078
H 17.2660 6.0909 25.8340
H 18.6118 8.5201 25.6807
H 17.3993 7.9944 24.5152
H 19.0309 8.5267 23.9711
C 8.0388 8.5292 15.9971
C 7.6083 8.1026 17.4400
C 8.4795 8.5060 18.6329
O 8.4086 9.8877 18.7146
C 9.6596 10.5966 18.6406
N 6.2351 8.7227 17.7781
H 6.1322 8.6420 18.7793
H 6.1205 9.7063 17.5511
H 5.4297 8.2482 17.3754
H 8.0678 9.6246 15.9169
H 7.3486 8.0676 15.3193
H 9.0345 8.1968 15.7798
H 7.4156 7.0397 17.5072
H 9.4962 8.1142 18.5911
H 8.0116 8.0773 19.5601
H 9.4673 11.4364 19.3492
H 9.9388 10.9306 17.6295
H 10.4426 9.9025 19.0373
C 24.0753 8.6985 10.9626
C 22.5809 8.6791 11.1186
C 21.9011 10.0255 10.7551
O 20.7427 10.2697 11.4909
C 19.6603 11.1099 10.8291
N 22.0684 7.5441 10.1266
H 22.0895 7.7870 9.1645
H 22.5834 6.6457 10.1347
H 21.0989 7.2609 10.2644
H 24.4239 9.1806 10.0170
H 24.5175 7.6595 11.0208
H 24.5404 9.2629 11.8157
H 22.2466 8.2921 12.0639
H 21.7266 10.1335 9.6778
H 22.7017 10.7190 11.0218
H 19.3376 10.8125 9.8611
H 20.0603 12.1213 10.7511
H 18.8538 11.0852 11.5899
C 28.5615 17.6354 15.6942
C 27.3639 17.2247 14.8478
C 27.5483 15.8683 14.1436
O 26.3062 15.4133 13.7345
C 26.3203 14.1257 13.1119
N 26.0387 17.2257 15.5544
H 25.2943 17.2702 14.8478
H 25.8837 16.3607 16.0818
H 25.9617 17.9421 16.2940
H 28.5548 18.6985 16.1215
H 29.4480 17.5814 15.0613
H 28.6765 16.9968 16.6040
H 27.3300 18.0842 14.1505
H 28.0542 15.0972 14.7742
H 28.2322 16.0967 13.3000
H 25.4586 14.2166 12.4358
H 26.1247 13.3236 13.8606
H 27.2993 14.0288 12.6424
B 23.2635 15.3246 17.8425
F 22.3841 14.6168 16.8529
F 23.9214 16.3622 17.0333
F 22.6456 15.6978 18.9497
F 24.3017 14.2830 18.0677
Cl 16.0361 16.8975 22.5814
```

Calculated values
Charge: +9
Frontier orbital gap: 8.80 eV
DFT total energy: -4989.5664 a.u.
Spin multiplicity: 1
Molecular weight: 1378.181 Da
LUMO level: -11.0 eV

> The lowest LUMO level belongs to which entry?

C56H156BClF4N11O17